A cluster of 3 separate species, C14H26B3NO7 in total at a distorted geometry, computed with ωB97M-V with the def2-TZVPD basis set.

Structure (XYZ):
```
51
Properties=species:S:1:pos:R:3:mulliken_charge:R:1
O 7.82236 1.30439 0.99985 -0.5066
C 7.69092 0.99551 -0.30363 0.3566
O 8.52265 -0.09151 -0.86759 -0.4725
C 6.59542 1.74342 -1.29995 -0.2472
C 5.49026 2.57900 -0.37983 -0.5364
B 4.04203 2.72192 -1.21341 0.4052
O 4.12868 2.55234 -2.67707 -0.4131
B 2.81902 2.70834 -3.34047 0.4359
O 1.65653 3.36343 -2.66436 -0.4364
B 1.65855 2.75979 -1.30324 0.6816
C 0.36402 1.82529 -0.90375 0.2951
C 0.30849 0.68538 0.25812 -0.2669
C -1.04337 -0.14144 0.49612 -0.2247
N -2.36088 -0.12349 -0.19744 -0.3347
C -2.25690 0.92267 -1.25213 -0.2646
C -1.06887 1.91286 -1.67128 -0.3763
O 2.82285 2.98724 -0.42497 -0.3921
H 8.16012 -0.99453 -0.60839 0.3408
H 6.05630 0.88186 -1.92625 0.1799
H 7.22453 2.43595 -2.00786 0.2937
H 5.89097 3.67687 -0.22868 0.2432
H 5.32322 2.03138 0.66163 0.2606
H 2.75563 2.32691 -4.47544 -0.0765
H 1.25712 0.47764 0.92672 0.2948
H -0.99042 -0.95204 1.37459 0.2363
H -3.25748 1.03411 -1.89836 0.2323
H -1.22552 2.69774 -2.53647 0.2999
C -2.55798 -4.51238 -1.25288 -1.3060
C -3.28322 -3.35841 -1.92679 0.6404
C -4.73241 -3.71117 -2.22162 -1.3315
O -2.61969 -3.03057 -3.14476 -0.5426
H -2.54515 -5.39769 -1.89852 0.3560
H -1.51299 -4.24879 -1.05784 0.3256
H -3.03509 -4.77846 -0.30451 0.3454
H -3.24348 -2.47279 -1.28325 0.1463
H -4.79663 -4.56808 -2.90158 0.3345
H -5.23842 -2.87599 -2.71766 0.3288
H -5.27470 -3.95317 -1.30226 0.3507
H -2.65001 -3.81122 -3.72243 0.3468
C -3.29741 -0.92201 4.17580 -1.2375
C -2.52142 0.36947 4.37994 0.2883
C -3.43863 1.50642 4.80135 -1.2493
O -1.86102 0.72031 3.16668 -0.4479
H -4.04712 -0.80787 3.38479 0.3162
H -2.62654 -1.72840 3.86086 0.3011
H -3.80449 -1.22753 5.09634 0.4033
H -1.74884 0.21807 5.14168 0.2732
H -4.19333 1.70661 4.03251 0.3210
H -2.86839 2.43230 4.93257 0.3090
H -3.94989 1.27371 5.74067 0.3896
H -2.53931 0.85662 2.48450 0.3307
```

Output
calculated total energy	-32789.779	eV
structure (SMILES)	O=C(O)CCB1OBOB(c2ccncc2)O1.CC(C)O.CC(C)O
LUMO energy	-1.030	eV
HOMO energy	-9.02	eV
M	352.80	g mol⁻¹
Kohn-Sham gap	7.990	eV